# CH6N4S

The molecule CH6N4S at a distorted geometry (the ωB97M-V functional and the def2-TZVPD basis, the Open Molecules 2025 dataset).

Structure (XYZ):
```
12
Properties=species:S:1:pos:R:3:forces:R:3
N -0.867634 -1.535591 0.235805 0.7 0.5 -0.1
N 0.379516 -1.143209 -0.325859 -0.8 1.3 0.3
C 1.075010 -0.013082 0.022525 -0.4 0.1 0.5
S 2.722757 -0.022132 -0.008497 0.1 0.2 0.0
N 0.330938 1.102410 0.453023 0.6 -1.2 -0.5
N -0.782192 1.509144 -0.286513 -1.0 0.1 0.6
H -1.587510 -1.008112 -0.253764 0.0 -0.2 0.5
H -0.821158 -1.306210 1.234161 -0.5 0.0 -0.5
H 0.957042 -1.898121 -0.584393 0.6 -0.8 -0.2
H 0.916794 1.884112 0.707490 0.1 -0.1 -0.1
H -0.689854 1.351561 -1.274794 0.1 -0.2 -0.3
H -1.633707 1.079232 0.080813 0.4 0.3 -0.3
```
Positions in Å, forces in eV/Å.

For the relative energy (zero: lowest compared OMol25 entry of this formula, charge and spin), the calculation gives 42.8 kJ/mol. The value obtained for the molar mass is 106.15 g mol⁻¹. As for the SMILES: NNC(=S)NN. Its net charge is 0. The calculation puts the highest occupied orbital energy at -0.312 hartree. The LUMO energy is 0.70 eV. The HOMO-LUMO gap comes out at 9.19 eV.

These are the Mulliken partial charges, in e, on atoms 1 to 6:
1 N -0.6242
2 N -0.0540
3 C 0.2294
4 S -0.4009
5 N -0.0879
6 N -0.6024

# CH6N5S

A cluster of 2 separate species, CH6N5S in total at a distorted geometry (the ωB97M-V functional and the def2-TZVPD basis, the Open Molecules 2025 dataset).

Structure (XYZ):
```
13
Properties=species:S:1:pos:R:3:forces:R:3
C 1.212728 -0.277970 -0.391834 -0.4 -1.2 2.3
N 1.600739 0.834466 -1.196550 0.1 0.3 0.7
N 1.397144 1.878187 -0.573613 -0.5 0.7 -1.1
N 0.668436 1.549440 0.597373 -1.2 -1.3 1.4
N 0.361482 0.316408 0.765582 2.3 -0.7 -1.2
N -1.581423 0.005606 0.300450 0.8 0.8 -0.4
S 2.832646 -0.907858 0.498867 -1.5 -0.3 -1.2
H 0.646653 -1.125483 -0.824388 0.9 0.6 -0.2
H 0.147812 2.116559 1.254025 0.8 1.4 -0.3
H -2.054291 -0.118185 1.175529 -0.2 -0.2 0.3
H -1.557792 -0.810610 -0.287323 -0.6 0.1 -0.3
H -1.783700 0.907599 -0.120374 -0.5 -0.6 -0.4
H 2.814271 0.066200 1.391450 0.0 0.5 0.3
```
Positions in Å, forces in eV/Å.

For the relative energy (zero: lowest compared OMol25 entry of this formula, charge and spin), the calculation gives 158.4 kJ/mol. The value obtained for the molar mass is 120.16 g mol⁻¹. Its net charge is +1. The calculation puts the highest occupied orbital energy at -0.523 hartree. The LUMO energy is -6.00 eV. The HOMO-LUMO gap comes out at 8.24 eV.

These are the Mulliken partial charges, in e, on atoms 1 to 6:
1 C -0.0993
2 N 0.0404
3 N -0.2219
4 N 0.1970
5 N -0.1325
6 N -0.5375

What did the second record say?
# CH6N5S

A cluster of 2 separate species, CH6N5S in total at a distorted geometry (the ωB97M-V functional and the def2-TZVPD basis, the Open Molecules 2025 dataset).

Structure (XYZ):
```
13
Properties=species:S:1:pos:R:3:forces:R:3
C 1.212728 -0.277970 -0.391834 -0.4 -1.2 2.3
N 1.600739 0.834466 -1.196550 0.1 0.3 0.7
N 1.397144 1.878187 -0.573613 -0.5 0.7 -1.1
N 0.668436 1.549440 0.597373 -1.2 -1.3 1.4
N 0.361482 0.316408 0.765582 2.3 -0.7 -1.2
N -1.581423 0.005606 0.300450 0.8 0.8 -0.4
S 2.832646 -0.907858 0.498867 -1.5 -0.3 -1.2
H 0.646653 -1.125483 -0.824388 0.9 0.6 -0.2
H 0.147812 2.116559 1.254025 0.8 1.4 -0.3
H -2.054291 -0.118185 1.175529 -0.2 -0.2 0.3
H -1.557792 -0.810610 -0.287323 -0.6 0.1 -0.3
H -1.783700 0.907599 -0.120374 -0.5 -0.6 -0.4
H 2.814271 0.066200 1.391450 0.0 0.5 0.3
```
Positions in Å, forces in eV/Å.

For the relative energy (zero: lowest compared OMol25 entry of this formula, charge and spin), the calculation gives 158.4 kJ/mol. The value obtained for the molar mass is 120.16 g mol⁻¹. Its net charge is +1. The calculation puts the highest occupied orbital energy at -0.523 hartree. The LUMO energy is -6.00 eV. The HOMO-LUMO gap comes out at 8.24 eV.

These are the Mulliken partial charges, in e, on atoms 1 to 6:
1 C -0.0993
2 N 0.0404
3 N -0.2219
4 N 0.1970
5 N -0.1325
6 N -0.5375